# 1
{"formula": "C2H5BrClN", "method": "ωB97M-V/def2-TZVPD", "symbols": ["C", "C", "N", "Cl", "Br", "H", "H", "H", "H", "H"], "positions_angstrom": [[-0.5399, -0.5187, 0.5710], [-0.4099, 0.2492, -0.7082], [0.8178, 0.8877, -0.7604], [1.0309, 2.1116, 0.3192], [2.8723, -1.0310, 0.1546], [-0.4584, 0.0505, 1.5076], [-1.6514, -1.0849, 0.5548], [0.1683, -1.3889, 0.6665], [-0.5374, -0.3720, -1.6171], [-1.2924, 1.0965, -0.6881]], "forces_ev_per_angstrom": [[-2.94, -3.67, 1.07], [-3.30, 1.69, 0.21], [2.37, 0.09, -1.05], [-0.18, 0.44, 0.40], [-0.16, 0.25, -0.20], [-0.15, 0.11, -0.59], [2.82, 1.65, 0.21], [-0.50, 1.02, -0.38], [0.18, 0.30, 0.59], [1.87, -1.88, -0.26]], "energy_ev": -86206.13211, "e_lumo_ev": [-2.98, -1.29], "orbital_gap_ev": [6.77, 8.85], "homo_energy_ev": [-9.75, -10.14]}

# 2
{"formula": "C4H14NO2S", "method": "ωB97M-V/def2-TZVPD", "symbols": ["C", "N", "C", "C", "S", "C", "H", "H", "H", "H", "H", "H", "H", "H", "H", "H", "H", "H", "O", "H", "H", "O"], "positions_angstrom": [[-1.4586, -0.6256, -1.6139], [-0.8699, -0.8376, -0.2817], [0.5852, -0.8029, -0.1873], [1.2537, 0.5140, -0.5849], [2.5854, 1.0031, 0.5477], [1.2095, -1.9549, -0.9705], [-2.3846, -1.1773, -1.6425], [-1.6407, 0.4221, -1.8567], [-0.8409, -1.1047, -2.3716], [-1.2208, -0.1262, 0.3470], [0.8174, -1.0040, 0.8687], [1.6932, 0.5002, -1.5680], [0.5140, 1.3210, -0.5311], [0.6742, -2.8952, -0.8058], [2.2386, -2.1356, -0.6960], [1.1815, -1.7140, -2.0292], [-1.8058, 2.6739, 1.0179], [-1.4860, 2.2270, 2.4703], [-2.1854, 2.5964, 1.8965], [0.1438, 0.4979, 2.1668], [0.9067, 1.5671, 2.8685], [0.0897, 1.0553, 2.9558]], "forces_ev_per_angstrom": [[0.33, -0.45, 0.41], [0.24, 0.37, -0.19], [0.12, -1.01, 0.32], [0.39, 0.68, 0.52], [-0.19, -0.03, -0.09], [-0.41, -0.19, -0.13], [-0.54, 0.09, -0.05], [0.08, 0.04, -0.18], [0.13, 0.25, -0.05], [-0.35, -0.11, 0.10], [-0.14, 0.15, -0.08], [-0.17, -0.08, -0.51], [0.09, 0.06, -0.05], [-0.07, 0.24, 0.01], [0.38, 0.20, 0.12], [0.09, -0.18, -0.22], [0.12, 0.03, 0.07], [-0.18, 0.07, -0.41], [0.07, -0.14, 0.28], [-0.08, -0.09, 0.27], [-0.07, -0.05, 0.19], [0.18, 0.14, -0.36]], "energy_ev": -20793.83099, "spin_multiplicity": 2, "e_lumo_ev": [0.55, -2.51], "orbital_gap_ev": [9.83, 6.67], "homo_energy_ev": [-9.29, -9.18]}

# 3
{"formula": "C3H6O5", "method": "ωB97M-V/def2-TZVPD", "symbols": ["C", "C", "C", "O", "O", "O", "O", "O", "H", "H", "H", "H", "H", "H"], "positions_angstrom": [[1.0737, 0.5084, 0.0849], [0.7914, -0.0127, 1.4802], [0.7052, -0.9214, -1.0713], [-1.8740, 0.2925, -0.1884], [-0.5033, -1.0894, -1.2313], [-2.7787, 0.2395, -1.1837], [0.3333, 1.5385, -0.3275], [1.7275, -1.4233, -1.4509], [-3.0667, -0.6926, -1.2025], [-0.7371, 1.2843, -0.2576], [2.1333, 0.6672, -0.1209], [1.0989, 0.7435, 2.2048], [1.3682, -0.9185, 1.6635], [-0.2717, -0.2161, 1.6005]], "forces_ev_per_angstrom": [[0.05, 0.63, 0.51], [-0.06, -0.41, -0.45], [-1.56, -1.57, -1.22], [-1.87, 0.17, -0.25], [1.82, 0.47, 0.45], [0.76, 0.28, 0.61], [-2.24, -0.72, -0.16], [0.53, 0.66, 0.59], [0.08, 0.05, 0.20], [2.69, 0.50, -0.15], [-0.17, -0.05, -0.17], [0.00, 0.08, -0.09], [-0.07, -0.03, 0.05], [0.04, -0.07, 0.09]], "energy_ev": -13439.61233, "e_lumo_ev": [-2.11, -1.69], "orbital_gap_ev": [8.22, 7.53], "homo_energy_ev": [-10.34, -9.22]}

# 4
{"formula": "C4H14N4", "method": "ωB97M-V/def2-TZVPD", "symbols": ["H", "N", "C", "N", "C", "H", "H", "H", "H", "H", "C", "N", "C", "N", "H", "H", "H", "H", "H", "H", "H", "H"], "positions_angstrom": [[4.0100, 0.5831, 0.8615], [3.0953, 0.3887, 1.2503], [2.7083, -0.6991, 0.6531], [1.5410, -1.3086, 0.9266], [1.0756, -2.4942, 0.2601], [3.2609, -1.3018, -0.0449], [0.8995, -0.7063, 1.4530], [0.2222, -2.3314, -0.4554], [1.9589, -2.8706, -0.3614], [0.9310, -3.3661, 0.9572], [-1.4015, 1.8176, 0.8063], [-2.2459, 0.7830, 0.1853], [-1.7707, 0.4047, -1.1738], [-1.7341, 1.4429, -2.1698], [-1.5781, 1.7868, 1.8828], [-0.3158, 1.5730, 0.6753], [-1.6017, 2.7776, 0.4012], [-2.1971, -0.0699, 0.7356], [-2.3686, -0.4313, -1.6114], [-0.7137, -0.0164, -1.1513], [-2.6899, 1.8528, -2.2387], [-1.0855, 2.1856, -1.8417]], "forces_ev_per_angstrom": [[0.19, 0.39, 0.16], [-0.39, -1.47, -1.22], [0.37, 0.96, 1.18], [-1.42, 0.77, 0.65], [1.18, -1.37, -1.02], [0.78, 0.06, -0.49], [0.24, -0.70, -0.22], [0.64, -0.20, 0.91], [-1.20, 0.57, 0.52], [-0.44, 1.02, -0.50], [0.85, -2.03, 0.34], [0.23, -0.13, -1.02], [0.94, -1.27, -0.17], [-0.58, 1.30, 0.64], [-0.14, 0.35, -0.11], [-0.45, 0.36, -0.03], [-0.24, 0.86, -0.24], [-0.13, 0.20, 0.09], [0.04, 0.61, 0.76], [-0.80, 0.47, 0.26], [1.07, -0.19, 0.01], [-0.74, -0.55, -0.51]], "energy_ev": -10334.36246, "e_lumo_ev": 0.85, "smiles": "[H]/N=C/NC.CNCN", "orbital_gap_ev": 9.75, "homo_energy_ev": -8.90}